--- one ---
Below is a single C5H7F molecule, with properties calculated with the ωB97M-V functional and the def2-TZVPD basis.

Summary:
E_HOMO (spin up / spin down), eV: -7.7 / -9.0
Total charge: 0

Atoms and positions in Å:
C1 2.2868 0.4659 -0.0226
C2 0.9929 0.7774 -0.1037
C3 -1.3184 -0.4872 -0.5893
C4 -2.0719 -0.0065 0.5772
C5 0.1513 -0.3937 -0.2302
F1 0.4978 -1.3927 0.6277
H1 3.1683 1.0459 0.0820
H2 2.4503 -0.6129 0.0224
H3 0.5624 1.7573 -0.2205
H4 -1.4967 -1.4687 -0.8723
H5 -1.6072 0.1495 -1.5034
H6 -1.5959 0.8662 0.8776
H7 -2.0197 -0.7006 1.3551

---

--- two ---
Below is a molecular structure, C5H7F, with properties calculated with the ωB97M-V functional and the def2-TZVPD basis.

Summary:
E_HOMO, eV: -9.8
Total charge: 0

Atoms and positions in Å:
C1 -2.7474 0.2642 -0.0720
C2 -1.2910 0.1147 -0.0005
C3 -0.1450 0.2636 -0.0525
C4 1.3175 0.4120 0.3642
C5 2.1959 -0.8080 -0.1822
H1 -3.2797 0.9390 0.8288
H2 -3.0934 -0.9675 0.1430
H3 -2.9211 0.6495 -1.3781
H4 1.3629 0.5862 1.5035
H5 2.1929 -0.6735 -1.2065
H6 3.2374 -0.6877 0.1080
H7 1.6279 -1.7881 0.1488
F1 1.5434 1.6957 -0.2044

---

--- three ---
Below is a single C5H7F molecule, with properties calculated with the ωB97M-V functional and the def2-TZVPD basis.

Summary:
E_HOMO, eV: -10.1
Total charge: 0
SMILES: C#CCCCF

Atoms and positions in Å:
C1 -0.9814 -0.4912 0.0539
C2 -0.5040 1.0195 0.0585
C3 1.0005 1.1926 -0.0565
C4 1.6899 -0.0946 -0.0812
C5 1.9702 -1.2469 0.0512
H1 -0.7312 -0.9710 0.9762
H2 -0.3905 -0.8557 -0.7713
H3 -0.7553 1.5372 1.0064
H4 -1.0426 1.5964 -0.6607
H5 1.2604 1.8528 -0.8511
H6 1.3527 1.6514 0.8679
H7 2.3409 -2.2764 -0.0548
F1 -2.3430 -0.5345 -0.0741

---

The energetic minimum among the shown structures is three; the next structure lies 44.9 kcal/mol above.